Below is a 2-piece molecular cluster, C6H12N2O2 overall, with properties calculated with the ωB97M-V functional and the def2-TZVPD basis.

Its LUMO energy is 6.6 eV. For the frontier orbital gap, the calculation gives 5.8 eV. Its net charge is -2.

Last column: Löwdin charge in e.
Atoms and positions in Å:
C (-0.5568, 2.2352, 0.8179)  -0.482
C (0.5679, -2.1861, -0.8990)  -0.479
C (-1.7667, 1.3854, 0.5594)  -0.110
C (-0.7992, 3.4957, 1.6431)  -0.109
C (1.7014, -1.2730, -1.2611)  -0.110
C (0.8522, -3.6819, -0.9661)  -0.107
N (0.5779, 1.8643, 0.3483)  -0.156
N (-0.5556, -1.6612, -0.5636)  -0.157
O (1.6452, 2.6267, 0.5667)  -0.399
O (-1.5784, -2.4570, -0.2802)  -0.383
H (-1.4648, 0.4518, 0.0909)  0.029
H (-2.4762, 1.9075, -0.0993)  0.046
H (-2.3015, 1.1601, 1.4913)  0.050
H (-1.6053, 4.1188, 1.2268)  0.043
H (0.1320, 4.0627, 1.6454)  0.027
H (-1.0648, 3.2479, 2.6791)  0.045
H (1.4203, -0.2513, -1.0193)  0.041
H (1.9334, -1.3473, -2.3340)  0.045
H (2.6184, -1.5278, -0.7173)  0.049
H (1.1963, -4.0055, -1.9607)  0.043
H (-0.0902, -4.1810, -0.7334)  0.029
H (1.6145, -3.9843, -0.2350)  0.046